# 1
Below is a cluster of 16 separate species, C48H136N8O16 in total, with properties calculated with ωB97M-V/def2-TZVPD.

LUMO energy: 0.402 eV
relative energy (zero: lowest compared OMol25 entry of this formula, charge and spin): 0.0000 eV
HOMO level: -8.475 eV

The geometry in ORCA input format:
```
! wB97M-V def2-TZVPD RIJCOSX def2/J DEFGRID3
* xyz 0 1
C -4.482 -1.265 -2.625
C -5.699 -2.188 -2.413
O -5.926 -2.216 -1.030
H -3.750 -1.466 -1.849
H -4.800 -0.227 -2.667
H -3.977 -1.518 -3.553
H -5.511 -3.188 -2.800
H -6.587 -1.748 -2.885
H -6.743 -2.690 -0.853
C 3.587 2.639 0.397
C 4.315 2.061 -0.780
O 5.577 2.699 -0.882
H 2.629 2.154 0.581
H 3.438 3.716 0.266
H 4.154 2.468 1.313
H 3.782 2.164 -1.730
H 4.447 0.987 -0.664
H 6.075 2.339 -1.622
C -1.050 7.801 -0.773
C -0.650 6.943 0.408
O -0.769 5.529 0.123
H -1.010 8.855 -0.493
H -2.023 7.492 -1.138
H -0.334 7.687 -1.597
H -1.303 7.082 1.265
H 0.376 7.186 0.657
H -0.119 5.361 -0.628
C -4.525 2.011 -0.784
C -3.981 3.397 -0.220
O -2.976 3.824 -1.116
H -3.741 1.257 -0.756
H -4.923 2.136 -1.798
H -5.314 1.590 -0.151
H -3.553 3.176 0.751
H -4.812 4.103 -0.194
H -2.491 4.568 -0.733
C 4.369 -3.322 0.429
C 3.070 -3.780 1.168
O 2.050 -4.222 0.335
H 4.174 -2.459 -0.201
H 4.864 -4.058 -0.213
H 5.036 -3.003 1.230
H 2.721 -2.930 1.753
H 3.294 -4.648 1.771
H 1.707 -5.113 0.616
C 1.651 -5.886 -4.269
C 1.488 -5.104 -3.003
O 2.676 -5.167 -2.244
H 2.412 -5.467 -4.945
H 0.758 -5.819 -4.890
H 1.908 -6.910 -3.988
H 0.618 -5.507 -2.470
H 1.244 -4.081 -3.303
H 2.413 -4.809 -1.361
C 0.580 -4.235 3.861
C 0.812 -5.685 4.276
O -0.007 -6.535 3.586
H 0.722 -4.111 2.786
H 1.286 -3.542 4.328
H -0.368 -3.857 4.234
H 0.600 -5.847 5.345
H 1.857 -5.963 4.124
H 0.171 -7.454 3.827
C -1.365 -5.911 -0.073
C -0.300 -6.938 0.044
O 0.778 -6.630 0.928
H -2.060 -5.829 0.758
H -2.051 -6.324 -0.831
H -1.075 -4.924 -0.437
H 0.186 -7.148 -0.913
H -0.733 -7.861 0.432
H 0.445 -6.667 1.856
C -4.055 3.840 4.822
C -3.031 3.296 3.838
C -2.146 4.421 3.278
O -1.203 4.765 4.279
C -0.359 5.803 3.868
N -2.248 2.230 4.421
H -4.740 3.078 5.184
H -4.634 4.615 4.323
H -3.485 4.201 5.687
H -3.555 2.856 2.990
H -2.710 5.297 2.937
H -1.612 4.085 2.399
H 0.479 5.839 4.565
H -0.977 6.697 3.812
H 0.113 5.557 2.914
H -1.511 1.934 3.768
H -1.734 2.582 5.239
C 5.047 2.586 5.144
C 4.928 4.005 4.513
C 3.676 4.688 5.029
O 2.465 3.943 4.813
C 2.199 3.813 3.400
N 6.015 4.859 4.944
H 5.119 2.783 6.205
H 5.855 1.938 4.797
H 4.172 2.040 4.796
H 4.868 3.916 3.419
H 3.522 5.702 4.622
H 3.753 4.713 6.111
H 2.837 3.065 2.956
H 2.403 4.750 2.871
H 1.161 3.506 3.318
H 6.886 4.357 4.717
H 6.039 5.712 4.381
C -1.296 -1.131 -6.048
C -1.032 -2.456 -6.730
C -1.079 -3.560 -5.699
O -2.395 -3.600 -5.163
C -2.523 -4.757 -4.324
N -1.986 -2.495 -7.878
H -1.236 -0.348 -6.806
H -0.583 -0.958 -5.239
H -2.291 -1.172 -5.588
H -0.036 -2.503 -7.172
H -0.344 -3.479 -4.884
H -0.884 -4.537 -6.139
H -3.525 -4.638 -3.945
H -1.782 -4.652 -3.525
H -2.399 -5.642 -4.949
H -1.825 -3.377 -8.365
H -2.910 -2.460 -7.438
C -6.122 0.595 3.141
C -4.918 -0.321 3.374
C -3.993 -0.129 2.213
O -2.774 -0.844 2.461
C -2.795 -2.250 2.082
N -4.327 -0.026 4.707
H -6.656 0.342 2.225
H -5.789 1.636 3.125
H -6.817 0.553 3.976
H -5.279 -1.359 3.397
H -3.694 0.920 2.171
H -4.466 -0.498 1.295
H -2.990 -2.338 1.009
H -3.569 -2.784 2.651
H -1.787 -2.604 2.298
H -3.667 -0.789 4.920
H -3.671 0.778 4.621
C -0.907 -2.295 -1.736
C -0.079 -1.383 -0.881
C -0.828 -0.055 -0.676
O 0.049 0.828 -0.031
C -0.547 2.089 0.264
N 0.101 -1.961 0.447
H -1.047 -1.789 -2.697
H -1.920 -2.425 -1.374
H -0.480 -3.278 -1.876
H 0.894 -1.211 -1.351
H -1.681 -0.242 -0.031
H -1.128 0.369 -1.638
H -1.445 1.911 0.858
H -0.782 2.577 -0.677
H 0.224 2.683 0.762
H 0.660 -1.309 0.989
H 0.615 -2.846 0.382
C 2.219 0.171 3.441
C 0.850 -0.534 3.600
C 0.510 -0.687 5.073
O 1.529 -1.548 5.648
C 1.062 -1.984 6.921
N -0.155 0.304 3.063
H 2.173 1.079 4.042
H 2.403 0.318 2.382
H 3.041 -0.411 3.849
H 0.867 -1.525 3.143
H -0.455 -1.155 5.210
H 0.534 0.295 5.557
H 1.857 -2.590 7.328
H 0.103 -2.494 6.860
H 0.895 -1.095 7.550
H -0.988 -0.247 2.853
H 0.165 0.651 2.156
C 3.432 -2.000 -3.352
C 3.606 -2.586 -4.762
C 3.577 -1.485 -5.792
O 2.286 -0.964 -5.828
C 2.157 0.220 -6.525
N 4.946 -3.080 -4.812
H 3.561 -2.739 -2.567
H 2.484 -1.474 -3.364
H 4.189 -1.217 -3.220
H 2.808 -3.284 -4.986
H 3.769 -1.906 -6.774
H 4.250 -0.682 -5.487
H 2.480 0.112 -7.569
H 2.696 1.040 -6.039
H 1.094 0.466 -6.513
H 5.153 -3.568 -5.676
H 5.051 -3.769 -4.063
C -0.664 5.453 -3.797
C 0.052 4.226 -3.264
C 0.962 3.667 -4.376
O 1.800 2.672 -3.920
C 1.144 1.512 -3.447
N 0.835 4.578 -2.073
H -1.408 5.781 -3.076
H -1.148 5.203 -4.741
H 0.043 6.261 -4.032
H -0.676 3.473 -2.974
H 1.622 4.458 -4.743
H 0.348 3.286 -5.196
H 1.954 0.775 -3.362
H 0.372 1.212 -4.156
H 0.689 1.580 -2.450
H 1.520 5.273 -2.403
H 1.347 3.734 -1.782
*
```

# 2
Below is a cluster of 2 separate species, C6H13NO in total, with properties calculated with ωB97M-V/def2-TZVPD.

LUMO energy: 0.849 eV
SMILES: C/C=C(N)/C=C/C.O
relative energy (zero: lowest compared OMol25 entry of this formula, charge and spin): 2.2402 eV
HOMO level: -8.079 eV

The geometry in ORCA input format:
```
! wB97M-V def2-TZVPD RIJCOSX def2/J DEFGRID3
* xyz 0 1
C 2.005 1.513 1.673
N -0.738 0.442 2.204
C -0.087 0.245 0.963
C 1.083 0.822 0.684
C -1.235 -2.217 -1.749
C -0.536 -1.534 -0.625
C -0.890 -0.358 -0.128
H 2.167 1.017 2.633
H 1.512 2.461 1.923
H 2.982 1.681 1.232
H -0.856 -0.444 2.675
H -0.255 1.079 2.819
H 1.551 0.761 -0.290
H -1.376 -3.281 -1.491
H -0.661 -2.409 -2.662
H -2.206 -1.804 -2.008
H 0.420 -1.996 -0.397
H -1.877 0.053 -0.307
H 0.371 1.686 -2.340
H -1.129 1.335 -2.420
O -0.247 0.948 -2.389
*
```

# 3
Below is a cluster of 2 separate species, C5H12N in total, with properties calculated with ωB97M-V/def2-TZVPD.

LUMO energy: -8.194 eV
relative energy (zero: lowest compared OMol25 entry of this formula, charge and spin): 4.6580 eV
HOMO level: -15.668 eV

The geometry in ORCA input format:
```
! wB97M-V def2-TZVPD RIJCOSX def2/J DEFGRID3
* xyz 1 1
C 4.352 0.368 -0.338
C -0.002 0.036 -0.176
N 1.135 -0.312 0.348
C -3.402 0.219 0.709
C -2.450 -0.129 -0.488
C -1.225 -0.645 0.063
H 3.380 0.488 -0.808
H 4.720 1.340 -0.017
H 5.099 -0.103 -0.973
H 4.216 -0.225 0.567
H -3.570 -0.687 1.289
H -0.004 1.029 -0.628
H -2.828 0.892 1.348
H -4.314 0.713 0.407
H -2.242 0.760 -1.072
H -2.876 -0.900 -1.148
H 1.211 -1.333 0.197
H -1.200 -1.509 0.720
*
```

# 4
Below is a structure of composition C8H10N2O5Sr, with properties calculated with ωB97M-V/def2-TZVPD.

LUMO energy: -7.927 eV
HOMO level: -15.771 eV

The geometry in ORCA input format:
```
! wB97M-V def2-TZVPD RIJCOSX def2/J DEFGRID3
* xyz 2 1
Sr -0.219 -0.184 -1.041
O 0.266 3.305 0.444
C 0.082 2.300 -0.080
C -0.130 -2.801 -0.298
O -0.067 -3.778 0.308
C 2.380 -0.019 -0.368
O 3.510 -0.013 -0.170
C -2.884 0.145 -0.412
O -3.893 0.242 0.140
C -0.013 0.618 -3.673
H -0.916 1.249 -3.693
H 0.949 1.153 -3.654
C -0.069 -0.723 -3.782
H 0.844 -1.335 -3.866
H -1.022 -1.265 -3.907
C -0.865 -0.799 4.088
N 0.248 0.139 4.053
C 0.909 0.465 2.919
N 2.036 1.216 3.152
O 0.502 0.162 1.762
H -1.207 -0.975 3.057
H -1.700 -0.382 4.658
H -0.574 -1.753 4.557
H 0.720 0.423 4.904
H 2.613 1.531 2.399
H 2.482 1.203 4.061
*
```

# 5
Below is a structure of composition C2H2IN3, with properties calculated with ωB97M-V/def2-TZVPD.

LUMO energy (spin up / spin down): -3.657 / -3.655 eV
relative energy (zero: lowest compared OMol25 entry of this formula, charge and spin): 4.2666 eV
HOMO level (spin up / spin down): -9.225 / -9.219 eV

The geometry in ORCA input format:
```
! wB97M-V def2-TZVPD RIJCOSX def2/J DEFGRID3
* xyz 0 1
C -1.038 0.018 0.678
C 0.313 -0.604 -0.711
N -1.011 -0.489 -0.488
N 1.099 -0.183 0.177
N 0.237 0.232 1.134
I 1.786 0.147 -3.833
H -1.996 0.124 1.142
H 0.609 0.754 1.901
*
```

# 6
Below is a cluster of 4 separate species, C17H19F24NO4P in total, with properties calculated with ωB97M-V/def2-TZVPD.

LUMO energy: -3.808 eV
HOMO level: -13.257 eV

The geometry in ORCA input format:
```
! wB97M-V def2-TZVPD RIJCOSX def2/J DEFGRID3
* xyz 1 1
N -3.816 -6.867 2.658
C -3.000 -6.933 3.612
C -1.669 -6.180 3.721
P -1.935 -4.419 3.899
O -2.190 -4.020 5.405
H -3.516 -6.261 1.889
H -3.239 -7.579 4.458
H -1.023 -6.379 2.859
H -1.120 -6.486 4.621
H -0.847 -3.709 3.412
H -3.066 -4.037 3.187
H -2.103 -4.725 6.061
C -2.893 1.041 1.018
C -2.720 -0.220 1.867
C -1.499 -0.315 2.789
F -0.344 -0.264 2.119
F -1.557 -1.561 3.379
F -2.781 -1.334 1.104
F -3.780 -0.253 2.731
O -2.430 0.966 -0.312
C -1.149 1.306 -0.649
C -0.404 0.137 -1.307
F -0.436 -0.951 -0.503
F 0.889 0.487 -1.487
F -0.463 1.776 0.403
F -1.212 2.285 -1.578
H -3.973 1.158 0.927
H -2.508 1.919 1.540
H -1.522 0.444 3.571
H -0.852 -0.116 -2.270
C 1.379 -1.793 -5.046
C 0.783 -2.859 -4.121
C 1.478 -3.101 -2.780
F 2.745 -3.512 -2.956
F 0.804 -4.070 -2.109
F 0.610 -4.022 -4.771
F -0.458 -2.384 -3.767
O 2.230 -2.239 -6.076
C 3.581 -2.361 -5.912
C 4.069 -3.795 -6.177
F 3.403 -4.671 -5.398
F 5.382 -3.861 -5.876
F 3.990 -1.921 -4.709
F 4.176 -1.591 -6.852
H 0.517 -1.380 -5.569
H 1.830 -0.988 -4.463
H 1.469 -2.193 -2.171
H 3.917 -4.049 -7.228
C 0.061 5.839 0.362
C -0.467 5.191 1.646
C -0.922 6.108 2.784
F 0.096 6.867 3.222
F -1.352 5.329 3.806
F 0.407 4.275 2.108
F -1.607 4.518 1.275
O 1.459 5.950 0.229
C 2.151 7.044 0.668
C 3.229 6.670 1.697
F 2.685 5.989 2.725
F 3.780 7.805 2.173
F 1.339 8.005 1.138
F 2.818 7.556 -0.393
H -0.231 5.147 -0.429
H -0.445 6.787 0.173
H -1.746 6.746 2.455
H 3.997 6.059 1.219
*
```

# 7
Below is a cluster of 6 separate species, C30H77N5O11 in total, with properties calculated with ωB97M-V/def2-TZVPD.

LUMO energy: 0.665 eV
SMILES: COCCNCCOC.COCCNCCOC.COCCNCCOC.COCCNCCOC.COCCNCCOC.O
relative energy (zero: lowest compared OMol25 entry of this formula, charge and spin): 0.4832 eV
HOMO level: -8.210 eV

The geometry in ORCA input format:
```
! wB97M-V def2-TZVPD RIJCOSX def2/J DEFGRID3
* xyz 0 1
C -18.782 -9.934 -15.715
O -19.550 -10.271 -14.578
C -19.043 -9.748 -13.367
C -20.217 -9.682 -12.373
N -21.134 -8.555 -12.571
C -20.540 -7.217 -12.448
C -19.832 -6.891 -11.140
O -18.621 -7.590 -10.979
C -17.849 -6.886 -10.030
H -17.702 -9.890 -15.570
H -19.115 -8.951 -16.086
H -19.080 -10.605 -16.522
H -18.578 -8.766 -13.472
H -18.296 -10.422 -12.924
H -19.755 -9.588 -11.383
H -20.759 -10.622 -12.278
H -21.412 -8.664 -13.545
H -21.295 -6.461 -12.657
H -19.795 -7.084 -13.247
H -20.500 -7.007 -10.280
H -19.646 -5.822 -11.323
H -18.232 -6.832 -9.010
H -17.631 -5.872 -10.388
H -16.839 -7.306 -10.012
C -21.552 -3.281 -12.308
O -21.191 -3.391 -10.953
C -22.144 -4.135 -10.228
C -21.628 -4.329 -8.783
N -22.757 -4.477 -7.879
C -22.356 -4.638 -6.498
C -23.419 -5.288 -5.620
O -23.698 -6.629 -5.940
C -24.692 -7.152 -5.079
H -21.655 -4.212 -12.875
H -20.794 -2.694 -12.826
H -22.505 -2.746 -12.392
H -22.326 -5.116 -10.680
H -23.077 -3.569 -10.116
H -21.032 -3.477 -8.448
H -20.928 -5.176 -8.776
H -23.386 -5.207 -8.188
H -22.195 -3.650 -6.046
H -21.393 -5.133 -6.309
H -24.336 -4.698 -5.753
H -23.067 -5.171 -4.590
H -24.837 -8.205 -5.309
H -25.595 -6.555 -5.219
H -24.353 -7.144 -4.037
C -13.308 -7.177 -4.544
O -14.685 -6.848 -4.635
C -15.112 -6.671 -5.958
C -16.645 -6.498 -6.010
N -17.485 -7.577 -5.508
C -17.494 -7.687 -4.051
C -18.585 -8.685 -3.621
O -18.826 -8.660 -2.244
C -19.731 -9.687 -1.891
H -12.973 -7.046 -3.520
H -12.710 -6.500 -5.162
H -13.179 -8.201 -4.902
H -14.932 -7.582 -6.557
H -14.609 -5.841 -6.466
H -16.836 -6.386 -7.083
H -16.831 -5.545 -5.503
H -17.023 -8.415 -5.886
H -17.577 -6.726 -3.544
H -16.527 -8.087 -3.734
H -18.209 -9.661 -3.953
H -19.486 -8.413 -4.186
H -20.023 -9.636 -0.844
H -19.290 -10.679 -2.031
H -20.617 -9.559 -2.521
C -22.586 -9.475 -5.874
O -21.508 -9.255 -6.751
C -21.457 -10.163 -7.835
C -20.126 -10.019 -8.557
N -19.027 -10.524 -7.700
C -17.762 -10.223 -8.416
C -16.584 -10.783 -7.641
O -16.410 -10.075 -6.438
C -15.541 -10.648 -5.495
H -23.516 -9.610 -6.433
H -22.739 -8.572 -5.283
H -22.398 -10.307 -5.193
H -22.268 -9.945 -8.541
H -21.572 -11.177 -7.437
H -20.009 -8.959 -8.810
H -20.136 -10.660 -9.439
H -18.938 -9.874 -6.915
H -17.568 -9.159 -8.598
H -17.785 -10.695 -9.401
H -15.674 -10.712 -8.256
H -16.677 -11.870 -7.545
H -14.587 -10.918 -5.964
H -15.987 -11.473 -4.935
H -15.264 -9.874 -4.773
C -21.797 1.999 -0.200
O -22.588 1.139 -1.010
C -23.125 0.042 -0.280
C -23.461 -1.029 -1.297
N -22.321 -1.656 -1.918
C -22.643 -2.670 -2.914
C -21.417 -3.079 -3.704
O -20.805 -4.227 -3.187
C -19.664 -4.672 -3.861
H -21.481 2.820 -0.842
H -20.973 1.485 0.291
H -22.474 2.482 0.517
H -24.062 0.340 0.201
H -22.441 -0.320 0.492
H -24.066 -0.549 -2.085
H -24.082 -1.776 -0.792
H -21.648 -0.966 -2.222
H -23.379 -2.229 -3.605
H -23.049 -3.500 -2.333
H -20.725 -2.237 -3.843
H -21.749 -3.271 -4.736
H -19.815 -5.566 -4.475
H -18.894 -4.894 -3.116
H -19.242 -3.887 -4.504
O -19.935 -6.811 -6.947
H -20.521 -7.585 -6.918
H -19.121 -7.114 -6.500
*
```

# 8
Below is the molecule C4H8N2, with properties calculated with ωB97M-V/def2-TZVPD.

LUMO energy (spin up / spin down): 0.424 / 0.446 eV
relative energy (zero: lowest compared OMol25 entry of this formula, charge and spin): 4.4399 eV
HOMO level (spin up / spin down): -8.430 / -8.164 eV

The geometry in ORCA input format:
```
! wB97M-V def2-TZVPD RIJCOSX def2/J DEFGRID3
* xyz 0 1
C 1.871 -0.284 -0.033
N 1.155 -1.272 0.701
C 0.621 -0.078 -0.891
C -0.652 0.645 -0.557
C -1.642 -0.179 0.179
N -0.898 0.890 0.849
H 2.707 -0.750 -0.562
H 2.191 0.597 0.527
H 0.852 -0.831 1.591
H 0.425 -0.532 -1.895
H -1.126 1.318 -1.294
H -1.307 -1.180 0.426
H -2.695 -0.033 -0.045
H -1.502 1.688 1.004
*
```

| no. | maximum force (eV/A) |
| --- | --- |
| 1 | 2.9 |
| 2 | 2.1 |
| 3 | 2.0 |
| 4 | 5.2 |
| 5 | 3.5 |
| 6 | 0.6 |
| 7 | 1.9 |
| 8 | 1.6 |